# 1
Below is a molecular structure, C31H24N7O4SSr at a distorted geometry, with properties calculated with wB97M-V/def2-TZVPD.

Cartesian coordinates (Å):
Sr  0.176  0.116  -0.585
O  4.419  -1.608  -0.757
C  3.156  -1.231  -0.832
O  2.555  -0.706  0.076
C  2.541  -1.485  -2.161
C  3.244  -1.981  -3.256
C  2.557  -2.164  -4.449
C  1.212  -1.834  -4.509
C  0.610  -1.315  -3.363
N  1.263  -1.155  -2.225
C  -0.789  -0.833  -3.317
O  -1.477  -1.113  -4.409
O  -1.247  -0.232  -2.372
H  4.814  -1.411  0.110
H  4.294  -2.204  -3.168
H  3.078  -2.536  -5.316
H  0.635  -1.952  -5.412
H  -2.386  -0.776  -4.359
C  0.378  -5.308  -1.161
C  0.740  -4.851  0.097
C  0.210  -3.672  0.586
C  -0.702  -2.932  -0.167
C  -1.075  -3.412  -1.421
C  -0.539  -4.591  -1.909
N  -1.167  -1.715  0.345
C  -2.214  -1.711  1.139
C  -3.054  -2.867  1.275
C  -4.156  -2.878  2.065
C  -4.498  -1.749  2.847
C  -3.710  -0.645  2.811
C  -2.546  -0.570  1.985
N  -1.789  0.492  2.187
N  -0.762  0.740  1.434
C  0.126  1.685  1.845
C  0.124  2.327  3.096
C  1.087  3.279  3.347
C  2.031  3.570  2.366
C  1.977  2.866  1.175
N  1.057  1.952  0.912
H  0.784  -6.232  -1.542
H  1.430  -5.418  0.705
H  0.469  -3.316  1.573
H  -1.826  -2.880  -1.985
H  -0.854  -4.966  -2.872
H  -2.798  -3.729  0.676
H  -4.781  -3.759  2.104
H  -5.376  -1.793  3.471
H  -3.931  0.218  3.418
H  -0.627  2.064  3.824
H  1.113  3.786  4.299
H  2.792  4.313  2.529
H  2.699  3.050  0.389
N  -0.895  4.055  -0.153
C  -0.633  3.957  -1.461
N  -0.301  2.877  -2.092
C  -0.182  3.114  -3.441
C  0.098  2.175  -4.426
C  0.063  2.550  -5.755
C  -0.201  3.864  -6.125
C  -0.420  4.835  -5.165
C  -0.418  4.449  -3.839
S  -0.766  5.426  -2.438
H  -1.002  3.216  0.393
H  -1.224  4.934  0.205
H  0.329  1.156  -4.150
H  0.237  1.807  -6.519
H  -0.245  4.126  -7.170
H  -0.610  5.862  -5.437

Forces on atoms 1 to 3 (eV/Å):
Sr 0.4 1.6 1.0
O 0.4 -0.2 -0.2
C 0.4 0.1 0.6

Computed properties:
**Energy above the lowest of the compared OMol25 structures with the same formula, charge and spin**: 20.2 kcal/mol
**Gap between HOMO and LUMO**: 5.76 eV
**E**: -62826.6163 eV
**Charge**: +1
**E_HOMO**: -9.48 eV
**Lowest unoccupied orbital energy**: -3.7248 eV

# 2
Below is a molecular structure, C18H14BrNO2RuS5Te, with properties calculated with wB97M-V/def2-TZVPD.

Cartesian coordinates (Å):
Ru  -0.853  -0.530  -0.577
Br  2.180  0.780  -1.668
C  2.215  -0.296  -0.133
C  3.392  -0.552  0.548
C  3.352  -1.437  1.614
C  2.160  -2.079  1.941
C  1.041  -1.774  1.207
N  1.057  -0.858  0.215
C  -0.270  -2.499  1.377
O  -0.456  -3.315  2.224
O  -1.184  -2.160  0.453
H  4.311  -0.078  0.237
H  4.257  -1.653  2.167
H  2.090  -2.817  2.728
C  -2.965  -5.737  -1.933
S  -2.713  -3.969  -2.174
C  -3.671  -3.295  -0.941
C  -3.711  -1.907  -0.732
S  -2.811  -0.761  -1.698
S  -4.705  -1.361  0.523
C  -5.301  -2.915  1.044
S  -6.363  -3.110  2.239
S  -4.622  -4.239  0.124
H  -2.377  -6.223  -2.708
H  -4.015  -5.993  -2.069
H  -2.602  -6.048  -0.955
C  0.407  2.449  1.248
Te  -1.313  2.112  0.028
C  -0.389  3.355  -1.440
C  0.887  3.850  -0.798
C  1.689  4.752  -1.492
C  2.868  5.210  -0.931
C  3.252  4.776  0.334
C  2.453  3.886  1.031
C  1.269  3.416  0.468
H  0.906  1.503  1.450
H  0.063  2.862  2.195
H  -1.092  4.156  -1.660
H  -0.215  2.779  -2.347
H  1.385  5.099  -2.472
H  3.484  5.914  -1.473
H  4.166  5.144  0.780
H  2.741  3.563  2.025

Forces on atoms 1 to 3 (eV/Å):
Ru -0.2 0.1 0.0
Br 0.0 0.0 0.0
C 0.0 0.0 -0.1

Computed properties:
**Energy above the lowest of the compared OMol25 structures with the same formula, charge and spin**: 0.0 kcal/mol
**Gap between HOMO and LUMO (alpha / beta)**: 6.91 / 5.63 eV
**E**: -158555.7177 eV
**Charge**: +2
**Multiplicity**: 5
**E_HOMO (alpha / beta)**: -14.14 / -14.34 eV
**Lowest unoccupied orbital energy (alpha / beta)**: -7.2241 / -8.7076 eV

# 3
Below is 8 unconnected molecules or ions with the total composition C32H52N4O8 at a distorted geometry, with properties calculated with wB97M-V/def2-TZVPD.

Cartesian coordinates (Å):
O  -5.496  0.376  2.861
C  -4.939  -0.016  1.824
O  -5.570  -0.428  0.776
C  -4.794  -0.843  -0.311
C  -3.440  -0.384  0.063
C  -3.426  -0.086  1.569
H  -5.029  -0.249  -1.194
H  -4.917  -1.912  -0.487
H  -3.169  0.499  -0.516
H  -2.768  -1.182  -0.251
H  -3.037  0.907  1.797
H  -3.039  -0.873  2.216
O  -2.969  0.282  -2.873
C  -2.094  0.478  -3.718
O  -1.553  1.722  -4.042
C  -0.678  1.552  -5.151
C  -0.275  0.100  -5.251
C  -1.540  -0.607  -4.682
H  0.087  2.301  -4.949
H  -1.134  1.960  -6.054
H  0.569  -0.041  -4.576
H  0.033  -0.204  -6.252
H  -1.283  -1.530  -4.163
H  -2.233  -0.888  -5.475
O  -2.521  3.307  1.985
C  -2.309  3.787  0.882
O  -1.150  4.345  0.585
C  -1.176  4.887  -0.702
C  -2.616  4.874  -1.125
C  -3.307  3.880  -0.279
H  -0.455  4.385  -1.346
H  -0.831  5.921  -0.735
H  -2.660  4.670  -2.195
H  -2.993  5.894  -1.052
H  -3.431  2.890  -0.718
H  -4.270  4.304  0.007
O  -1.648  -0.280  4.109
C  -0.836  0.474  4.535
O  0.151  0.104  5.430
C  1.140  1.130  5.650
C  0.742  2.148  4.560
C  -0.758  1.971  4.260
H  2.188  0.831  5.635
H  1.008  1.492  6.669
H  1.405  2.099  3.696
H  0.951  3.121  5.005
H  -0.969  2.225  3.221
H  -1.412  2.511  4.945
C  4.594  -3.320  0.788
C  3.841  -3.814  -0.500
C  2.795  -4.937  -0.148
C  1.608  -4.549  0.575
N  0.661  -4.200  1.139
H  5.039  -4.132  1.362
H  3.965  -2.735  1.459
H  5.435  -2.658  0.580
H  4.443  -4.137  -1.349
H  3.287  -3.015  -0.992
H  3.267  -5.744  0.412
H  2.429  -5.463  -1.029
C  3.681  2.847  2.113
C  5.124  3.463  1.930
C  5.820  2.852  0.703
C  5.476  1.444  0.429
N  5.194  0.347  0.147
H  3.035  2.851  1.235
H  3.146  3.416  2.874
H  3.712  1.837  2.522
H  5.752  3.150  2.764
H  5.116  4.552  1.884
H  6.891  3.050  0.736
H  5.502  3.390  -0.190
C  0.144  1.257  0.167
C  0.848  0.069  0.795
C  2.086  -0.300  -0.077
C  1.593  -0.819  -1.350
N  1.168  -1.230  -2.351
H  -0.522  0.808  -0.570
H  0.899  1.900  -0.287
H  -0.427  1.843  0.887
H  0.250  -0.763  1.164
H  1.314  0.471  1.695
H  2.619  -1.091  0.451
H  2.686  0.605  -0.172
C  -0.962  -3.965  -1.904
C  -1.382  -5.405  -2.035
C  -2.857  -5.611  -2.402
C  -3.813  -5.023  -1.453
N  -4.621  -4.646  -0.701
H  -1.332  -3.423  -1.033
H  -1.257  -3.391  -2.782
H  0.128  -3.935  -1.911
H  -1.059  -5.941  -1.143
H  -0.736  -5.901  -2.760
H  -3.097  -6.673  -2.449
H  -3.036  -5.237  -3.410

Forces on atoms 1 to 3 (eV/Å):
O 1.0 -0.9 -2.5
C 0.7 1.4 3.8
O -3.4 -0.4 -0.7

Computed properties:
**Energy above the lowest of the compared OMol25 structures with the same formula, charge and spin**: 59.7 kcal/mol
**Gap between HOMO and LUMO**: 8.89 eV
**SMILES**: O=C1CCCO1.O=C1CCCO1.O=C1CCCO1.O=C1CCCO1.CCCC#N.CCCC#N.CCCC#N.CCCC#N
**E**: -56366.0782 eV
**Charge**: 0
**E_HOMO**: -8.71 eV
**Lowest unoccupied orbital energy**: 0.1795 eV

# 4
Below is 2 unconnected molecules or ions with the total composition C8H14N3O2 at a distorted geometry, with properties calculated with wB97M-V/def2-TZVPD.

Cartesian coordinates (Å):
O  3.182  -3.005  1.747
C  2.602  -2.518  0.839
C  1.804  -1.233  1.011
N  0.383  -1.598  1.085
C  -0.355  -2.121  0.049
C  -1.608  -2.364  0.532
N  -1.605  -1.974  1.838
C  -0.391  -1.517  2.159
H  2.611  -2.958  -0.168
H  2.092  -0.773  1.947
H  1.936  -0.527  0.201
H  0.028  -2.295  -0.936
H  -2.450  -2.770  0.009
H  -2.382  -2.020  2.477
H  -0.063  -1.136  3.106
C  0.187  3.596  -0.655
C  0.383  2.103  -0.704
O  1.301  1.560  -0.094
N  -0.487  1.385  -1.458
C  -1.609  1.874  -2.244
H  0.958  4.022  -0.021
H  0.270  4.029  -1.651
H  -0.790  3.845  -0.241
H  -0.292  0.399  -1.479
H  -2.539  1.416  -1.904
H  -1.467  1.631  -3.297
H  -1.699  2.949  -2.148

Forces on atoms 1 to 3 (eV/Å):
O 0.6 -0.6 0.9
C -0.3 0.5 -0.6
C -0.1 -0.3 0.1

Computed properties:
**Energy above the lowest of the compared OMol25 structures with the same formula, charge and spin**: 0.0 kcal/mol
**Gap between HOMO and LUMO**: 9.57 eV
**E**: -17082.0377 eV
**Charge**: +1
**E_HOMO**: -12.74 eV
**Lowest unoccupied orbital energy**: -3.1690 eV

# 5
Below is a single C4H5N3 molecule at a distorted geometry, with properties calculated with wB97M-V/def2-TZVPD.

Cartesian coordinates (Å):
C  -1.044  -0.023  0.035
C  -0.270  1.209  0.294
C  1.152  1.164  -0.104
C  -0.293  -1.165  0.059
H  -2.845  -0.648  -0.129
H  -0.803  2.165  0.050
H  1.706  2.061  -0.268
H  2.812  -0.279  0.038
H  -0.847  -2.137  0.326
N  -2.329  0.188  -0.163
N  1.749  -0.110  -0.054
N  0.966  -1.259  -0.028

Forces on atoms 1 to 3 (eV/Å):
C -3.4 5.6 0.5
C 3.8 0.6 -4.0
C -4.2 -2.3 2.7

Computed properties:
**Energy above the lowest of the compared OMol25 structures with the same formula, charge and spin**: 79.9 kcal/mol
**Gap between HOMO and LUMO**: 8.82 eV
**SMILES**: [H]/N=c1/cc[nH]nc1
**E**: -8696.3457 eV
**Charge**: 0
**E_HOMO**: -8.21 eV
**Lowest unoccupied orbital energy**: 0.6171 eV